Entry 1:
Computed, not measured: a cluster of 17 separate species, C18H70N16O17 in total in a non-equilibrium geometry, with the ωB97M-V functional and the def2-TZVPD basis.

Each line ends with the Löwdin charge.
Cartesian coordinates (Å):
1 C 2.3281 0.4276 -2.2810  -0.067
2 C 3.8968 0.4807 -2.4435  -0.259
3 O 4.4289 -0.7170 -2.9958  -0.073
4 H 2.0573 1.3397 -1.7602  0.063
5 H 2.1055 -0.3783 -1.5962  0.028
6 H 1.7672 0.3915 -3.1725  0.051
7 H 4.2502 0.6597 -1.4518  0.085
8 H 4.0463 1.2937 -3.0810  0.085
9 H 4.9629 -1.0471 -2.2964  0.004
10 C 4.5375 -1.9838 0.3902  -0.594
11 O 5.2765 -2.1181 -0.7423  -0.054
12 N 3.2626 -1.9640 0.3710  0.140
13 N 5.0334 -1.9671 1.6007  0.143
14 H 3.1353 -2.0101 -0.6456  0.106
15 H 2.8047 -1.1819 0.8367  0.084
16 H 4.4613 -2.5045 2.3591  0.172
17 H 6.0428 -2.0859 1.7414  0.151
18 C -3.3026 -2.7778 0.8967  -0.658
19 O -4.1635 -1.9989 1.6429  -0.136
20 N -2.0576 -2.7983 1.0979  0.209
21 N -3.6770 -3.5336 -0.0670  0.170
22 H -1.7552 -2.0892 1.7719  0.083
23 H -1.3744 -3.3937 0.5801  0.095
24 H -3.1005 -4.0644 -0.6649  0.099
25 H -4.6844 -3.5184 -0.2510  0.137
26 C -3.9510 1.5211 1.7652  -0.630
27 O -2.8786 0.9332 1.0890  -0.105
28 N -3.9361 2.7164 2.2982  0.129
29 N -5.0924 0.9246 1.8806  0.162
30 H -3.0764 3.3249 2.2102  0.130
31 H -4.7511 3.2449 2.8222  0.174
32 H -5.0012 -0.0934 1.8106  0.081
33 H -5.8865 1.2486 2.5244  0.158
34 C -2.4404 1.4780 -4.6674  -0.652
35 O -2.7946 2.7756 -4.7503  -0.112
36 N -3.2014 0.5277 -5.2477  0.093
37 N -1.3459 1.0669 -4.1521  0.188
38 H -4.1659 0.8559 -5.6736  0.185
39 H -2.8455 -0.4629 -5.4085  0.146
40 H -0.7127 1.7768 -3.7104  0.078
41 H -1.1356 0.0714 -3.9110  0.080
42 C 3.6557 1.2052 1.9096  -0.526
43 O 2.9619 0.8582 0.6764  -0.149
44 N 3.3069 2.2203 2.6290  0.180
45 N 4.5014 0.4950 2.5235  0.137
46 H 2.6112 2.8069 2.1444  0.034
47 H 3.7819 2.6104 3.4463  0.142
48 H 4.6458 -0.4666 2.1384  0.059
49 H 5.1562 0.8968 3.1342  0.120
50 C 0.8948 -4.5089 1.3152  -0.621
51 O 0.3703 -5.5072 2.0964  -0.135
52 N 1.9520 -3.8131 1.6424  0.137
53 N 0.4358 -4.2146 0.0845  0.110
54 H 2.1396 -3.9022 2.6616  0.126
55 H 2.3779 -3.0124 1.0241  0.054
56 H -0.3553 -4.7304 -0.3500  0.120
57 H 0.9649 -3.6808 -0.6536  0.060
58 C 1.7901 -0.8585 3.7838  -0.705
59 O 1.6933 -1.1276 2.5083  -0.020
60 N 0.8498 -0.7639 4.6819  0.160
61 N 2.8561 -1.0005 4.4540  0.113
62 H 0.0065 -0.9999 4.1173  0.072
63 H 0.4782 0.2292 4.7219  0.105
64 H 3.2671 -1.8724 4.0476  0.113
65 H 3.5501 -0.2870 4.0010  0.115
66 C 0.6791 4.0891 0.4111  -0.515
67 O 1.8409 3.8399 1.1866  -0.151
68 N 0.3896 5.2779 -0.0594  0.171
69 N -0.1877 3.1595 0.1102  0.185
70 H 1.0597 6.0784 0.0393  0.149
71 H -0.2853 5.4276 -0.7972  0.101
72 H -0.0945 2.1535 0.2823  0.067
73 H -1.1169 3.4436 -0.0870  0.051
74 C 2.9945 -4.0829 -1.9882  -0.152
75 O 2.0470 -3.1020 -1.8604  -0.167
76 H 2.7398 -4.8269 -2.6878  0.081
77 H 3.2961 -4.5791 -1.0803  0.095
78 H 3.9355 -3.6507 -2.2728  0.077
79 H 1.7987 -2.8497 -2.7739  0.112
80 C -0.3234 -0.2533 -0.4535  -0.108
81 O 0.2541 0.6192 0.5425  -0.154
82 H -1.3249 -0.5171 -0.0693  0.059
83 H 0.2996 -1.1785 -0.5640  0.075
84 H -0.3311 0.1787 -1.5038  0.081
85 H 1.1941 0.4499 0.5255  0.012
86 C -3.1845 2.8825 -1.4190  -0.133
87 O -2.8020 3.8014 -0.4291  -0.117
88 H -3.3580 3.2411 -2.3972  0.061
89 H -4.1429 2.3940 -1.1425  0.093
90 H -2.5049 2.1039 -1.4435  0.038
91 H -3.5924 4.0443 0.0013  0.057
92 C -3.7815 -0.5165 -1.9944  -0.186
93 O -4.1952 -1.0619 -3.1782  -0.113
94 H -2.7302 -0.2243 -2.0585  0.060
95 H -4.0316 -1.3159 -1.2866  0.076
96 H -4.3123 0.3111 -1.6014  0.054
97 H -3.9544 -0.4959 -3.9128  0.001
98 C -0.0967 4.0956 -3.4564  -0.117
99 O 0.0135 2.8757 -2.7178  -0.164
100 H -1.1569 4.2564 -3.7487  0.076
101 H 0.5482 4.0449 -4.3835  0.104
102 H 0.3489 4.9213 -2.9100  0.059
103 H -0.0856 3.0403 -1.7793  0.024
104 C -0.0402 2.2654 3.4222  -0.121
105 O -0.1750 1.9803 4.8340  -0.144
106 H 0.2300 3.3249 3.3211  0.085
107 H -0.9200 2.1337 2.8080  0.054
108 H 0.8132 1.7317 2.9975  0.061
109 H -0.0911 2.7648 5.4011  0.099
110 C -0.9589 -2.6024 -2.9491  -0.149
111 O -0.4290 -1.5257 -3.6788  -0.130
112 H -0.4333 -2.7257 -1.9571  0.053
113 H -0.9838 -3.6232 -3.4267  0.111
114 H -1.9745 -2.3203 -2.6158  0.070
115 H 0.3535 -1.8484 -4.1430  0.099
116 C -2.1987 -0.4288 3.9151  -0.084
117 O -1.2440 -0.8928 2.9184  -0.157
118 H -2.0620 0.5983 4.1738  0.053
119 H -2.2681 -0.9492 4.8544  0.090
120 H -3.1948 -0.5983 3.4511  0.071
121 H -1.2286 -0.3064 2.1750  0.033

As for the HOMO-LUMO gap: 8.702 eV. As for the maximum force: 11.5 eV/A. The calculation puts the HOMO energy at -8.6628 eV. The lowest unoccupied orbital energy comes out at 0.0015 hartree. Its energy relative to the best compared isomer or geometry (same formula, charge and spin) is 64.08 kJ/mol.


Entry 2:
Computed, not measured: a cluster of 18 separate species, C18H72O18 in total in a non-equilibrium geometry, with the ωB97M-V functional and the def2-TZVPD basis.

Each line ends with the Löwdin charge.
Cartesian coordinates (Å):
1 C 12.5637 12.0834 10.2921  -0.131
2 O 11.3338 11.4737 9.9449  -0.132
3 H 12.4524 13.1676 10.2769  0.075
4 H 12.9396 11.7266 11.2510  0.084
5 H 13.3939 11.6954 9.7019  0.066
6 H 10.9977 12.0034 9.2181  0.059
7 C 13.1617 10.0925 7.0001  -0.114
8 O 12.9337 10.6896 5.7243  -0.129
9 H 13.3778 10.8259 7.7770  0.061
10 H 12.2406 9.6270 7.3508  0.074
11 H 13.9816 9.3770 7.0621  0.085
12 H 12.2814 10.1845 5.2334  0.080
13 C 9.8017 14.7761 3.0170  -0.162
14 O 10.5825 14.9714 1.8614  -0.103
15 H 8.8080 15.1917 2.8496  0.089
16 H 9.6680 13.7875 3.4563  0.062
17 H 10.3067 15.4070 3.7486  0.045
18 H 11.3130 14.3489 1.8406  0.074
19 C 12.3672 14.1923 5.4552  -0.100
20 O 12.7053 14.5215 6.7992  -0.147
21 H 11.3041 14.0329 5.2744  0.072
22 H 12.7360 14.9757 4.7931  0.082
23 H 12.9901 13.3143 5.2846  0.066
24 H 13.6628 14.5769 6.8406  0.042
25 C 16.5932 14.8311 6.0590  -0.157
26 O 15.5315 14.0534 6.4846  -0.137
27 H 16.3015 15.4387 5.2023  0.080
28 H 16.7732 15.6424 6.7643  0.078
29 H 17.5143 14.2749 5.8853  0.093
30 H 15.4940 13.3288 5.8559  0.036
31 C 5.4029 17.5894 11.4404  -0.156
32 O 6.5500 18.2946 11.9611  -0.123
33 H 5.0703 16.8231 12.1406  0.046
34 H 4.5566 18.2657 11.3198  0.077
35 H 5.4937 16.9578 10.5567  0.073
36 H 7.3106 17.7249 12.0972  0.040
37 C 11.7426 8.0600 9.9473  -0.185
38 O 10.6052 8.7341 9.4788  -0.117
39 H 12.1090 8.4482 10.8977  0.075
40 H 11.4591 7.0310 10.1684  0.077
41 H 12.6503 8.0255 9.3448  0.063
42 H 10.6292 9.6419 9.7901  0.032
43 C 9.8741 15.0215 8.4960  -0.121
44 O 10.5943 13.8475 8.1660  -0.156
45 H 9.3794 15.5255 7.6657  0.074
46 H 9.0054 14.5814 8.9857  0.081
47 H 10.6065 15.5884 9.0708  0.089
48 H 11.3775 14.1963 7.7340  -0.002
49 C 14.5220 17.7658 6.1998  -0.211
50 O 15.3277 18.2916 7.1353  -0.104
51 H 13.6529 18.4131 6.3172  0.068
52 H 14.9433 17.8233 5.1961  0.092
53 H 14.1506 16.7754 6.4629  0.068
54 H 15.0341 17.8999 7.9612  0.029
55 C 15.3895 11.6876 3.2060  -0.108
56 O 15.3954 11.9300 4.6326  -0.139
57 H 14.4698 11.2196 2.8551  0.079
58 H 15.5360 12.6191 2.6592  0.078
59 H 16.1860 11.0236 2.8703  0.076
60 H 14.5444 11.6419 4.9710  0.025
61 C 9.3266 11.2917 5.1922  -0.215
62 O 9.1231 10.7089 3.9978  -0.091
63 H 8.7033 10.7880 5.9310  0.088
64 H 10.3418 11.2166 5.5820  0.060
65 H 9.0190 12.3366 5.1506  0.078
66 H 9.1594 9.7506 4.0406  0.090
67 C 9.5453 12.3347 13.1728  -0.157
68 O 9.5082 13.1654 12.0518  -0.128
69 H 9.2877 12.9740 14.0172  0.078
70 H 8.6826 11.6688 13.1553  0.080
71 H 10.4687 11.7666 13.2855  0.087
72 H 10.1738 12.8374 11.4427  0.052
73 C 12.7120 14.9515 13.2746  -0.224
74 O 13.4035 13.8390 13.6454  -0.083
75 H 11.6434 14.8948 13.0674  0.073
76 H 12.7399 15.6616 14.1010  0.079
77 H 13.0571 15.4482 12.3678  0.066
78 H 12.7066 13.3929 14.1320  0.078
79 C 15.0501 15.3970 9.5594  -0.129
80 O 14.8446 16.7549 9.3388  -0.111
81 H 15.4864 14.9339 8.6743  0.068
82 H 15.6551 15.2927 10.4601  0.093
83 H 14.1682 14.7772 9.7211  0.066
84 H 14.4337 17.1288 10.1217  0.083
85 C 10.9589 17.8937 5.5035  -0.158
86 O 10.9072 19.0866 4.7253  -0.108
87 H 11.3974 16.9954 5.0688  0.054
88 H 11.5365 18.1415 6.3941  0.049
89 H 9.9231 17.6092 5.6886  0.080
90 H 11.5845 19.1006 4.0450  0.075
91 C 11.1393 19.3076 13.4396  -0.140
92 O 11.8400 18.1371 13.0254  -0.134
93 H 10.3831 19.1659 14.2117  0.087
94 H 11.8140 20.0979 13.7688  0.072
95 H 10.7544 19.7314 12.5120  0.061
96 H 12.5133 18.3339 12.3699  0.060
97 C 11.7522 19.2596 9.2387  -0.175
98 O 12.4455 20.3893 8.7692  -0.085
99 H 11.2485 19.4529 10.1859  0.059
100 H 10.8770 19.0372 8.6283  0.082
101 H 12.3504 18.3633 9.4026  0.064
102 H 13.0673 20.5433 9.4843  0.075
103 C 7.0084 14.8610 13.3909  -0.157
104 O 7.8508 15.5998 12.5536  -0.123
105 H 7.0368 13.7953 13.1640  0.079
106 H 7.2966 15.1550 14.4002  0.085
107 H 5.9760 15.2053 13.3292  0.064
108 H 8.4978 14.9668 12.2337  0.041

As for the HOMO-LUMO gap: 9.463 eV. As for the maximum force: 3.6 eV/A. The calculation puts the HOMO energy at -9.3721 eV. The lowest unoccupied orbital energy comes out at 0.0033 hartree. Its energy relative to the best compared isomer or geometry (same formula, charge and spin) is 906.35 kJ/mol.


Entry 3:
Computed, not measured: a cluster of 28 separate species, C18H84ClN4O32P2S in total in a non-equilibrium geometry, with the ωB97M-V functional and the def2-TZVPD basis.

Each line ends with the Löwdin charge.
Cartesian coordinates (Å):
1 C -1.3460 -4.0422 -1.7106  -0.098
2 C -1.0986 -3.4786 -0.3020  -0.227
3 C -1.6816 -2.0817 -0.0529  -0.201
4 C -0.7093 -0.9320 -0.2761  -0.195
5 C -0.4778 -0.6212 -1.7616  -0.175
6 C 0.6571 0.3647 -2.0484  -0.155
7 N 1.4395 0.6935 -0.8595  0.014
8 C 1.3641 1.8705 -0.2321  -0.204
9 C 0.5223 3.0258 -0.6245  -0.061
10 C 1.0864 4.3448 -0.1720  -0.226
11 C 2.2834 4.7962 -0.7063  -0.041
12 C 2.7597 6.0479 -0.3735  -0.067
13 C 2.0600 6.8634 0.5105  -0.097
14 C 0.8841 6.3872 1.0706  -0.071
15 C 0.3943 5.1382 0.7319  -0.031
16 N 2.0800 1.8688 0.8870  0.200
17 C 2.6142 0.6572 0.9855  -0.401
18 N 3.2772 0.3161 2.0986  -0.118
19 C 3.8279 -0.9812 2.5372  -0.196
20 C 2.9285 -1.5844 3.6311  -0.162
21 C 1.5093 -1.8183 3.0846  -0.231
22 S 0.1858 -1.2953 4.0830  0.598
23 O -1.0187 -1.9267 3.6179  -0.267
24 O 0.1740 0.1486 4.1093  -0.293
25 O 0.5972 -1.8608 5.4912  -0.118
26 P 3.4154 1.6233 3.2475  0.773
27 O 4.2376 1.2088 4.3976  -0.372
28 N 2.3104 -0.1172 -0.1067  -0.100
29 P 2.8963 -1.7922 -0.3829  0.654
30 O 4.4566 -1.4190 -0.5427  -0.320
31 Cl 2.4156 -2.1342 -2.3314  0.431
32 H -2.2636 -4.6192 -1.7366  0.051
33 H -0.5546 -4.7219 -2.0162  0.046
34 H -1.4707 -3.2533 -2.4515  0.058
35 H -0.0367 -3.5080 -0.0371  0.087
36 H -1.6005 -4.1512 0.3943  0.103
37 H -2.5833 -1.9433 -0.6533  0.115
38 H -1.9968 -2.0253 0.9917  0.098
39 H -1.1583 -0.0472 0.1876  0.093
40 H 0.2041 -1.1504 0.2816  0.065
41 H -0.3701 -1.5619 -2.2934  0.068
42 H -1.3879 -0.1696 -2.1496  0.106
43 H 0.2172 1.2974 -2.3792  0.098
44 H 1.3106 0.0642 -2.8581  0.072
45 H -0.4518 2.8740 -0.1458  0.114
46 H 0.3192 3.0772 -1.6893  0.096
47 H 2.8206 4.1647 -1.4010  0.099
48 H 3.6804 6.4025 -0.8141  0.107
49 H 2.4293 7.8518 0.7365  0.101
50 H 0.3406 7.0104 1.7678  0.112
51 H -0.5461 4.8057 1.1535  0.115
52 H 4.7984 -0.7788 2.9784  0.098
53 H 3.9678 -1.7457 1.7815  0.061
54 H 3.3186 -2.5588 3.9176  0.118
55 H 2.9518 -0.9504 4.5139  0.104
56 H 1.3080 -1.2923 2.1545  0.069
57 H 1.3792 -2.8865 2.9083  0.084
58 H -0.0331 -1.5498 6.1656  0.122
59 H 3.9711 2.6715 2.5134  0.036
60 H 2.0871 1.9487 3.4956  0.005
61 H 4.6549 -0.4956 -0.7516  0.091
62 O -1.1097 0.3562 -4.6309  -0.047
63 H -0.9169 -0.5743 -4.7883  0.052
64 H -2.0351 0.4420 -4.8930  0.036
65 O -2.0513 -3.5273 6.0817  -0.050
66 H -2.1088 -4.4330 5.7654  0.039
67 H -1.6298 -3.0377 5.3675  -0.025
68 O -0.5582 -7.0629 -1.8604  -0.066
69 H -0.8627 -7.2753 -0.9636  -0.001
70 H 0.0975 -7.7335 -2.0704  0.031
71 O -0.8165 -7.3235 0.9493  -0.049
72 H 0.0545 -7.0947 1.2982  0.013
73 H -1.3658 -7.5574 1.7026  0.058
74 O -2.4736 0.2541 -7.1305  -0.060
75 H -2.9041 0.5213 -7.9484  0.046
76 H -1.5707 0.5816 -7.2059  0.038
77 O -2.4867 2.7372 -1.6048  -0.043
78 H -3.0040 3.5173 -1.8309  0.055
79 H -3.1486 2.0380 -1.4953  0.037
80 O -4.6811 -4.6126 -1.8719  -0.067
81 H -5.0759 -5.4833 -1.9718  0.035
82 H -5.4306 -4.0037 -1.9545  -0.002
83 O 1.8742 3.4782 -3.6765  -0.037
84 H 1.6710 2.5559 -3.8664  0.037
85 H 1.0523 3.9414 -3.8918  0.034
86 O -3.8296 0.6989 0.4344  -0.046
87 H -3.0018 0.9249 0.8825  0.006
88 H -4.4003 0.3845 1.1456  0.055
89 O -6.0317 -1.1976 -1.0645  -0.056
90 H -5.2112 -0.9652 -0.6186  0.009
91 H -6.5922 -1.5138 -0.3444  0.018
92 O -7.6740 -0.3629 1.2335  -0.051
93 H -8.1737 0.4399 1.0588  0.049
94 H -8.3499 -1.0239 1.4217  0.051
95 O -1.4504 1.9688 2.2393  -0.044
96 H -1.3014 1.1544 2.7351  0.013
97 H -0.6046 2.4289 2.3049  0.026
98 O -1.2931 4.2231 -4.1088  -0.045
99 H -2.0223 4.5083 -4.6676  0.050
100 H -1.6154 3.4294 -3.6626  0.005
101 O 4.7800 4.9538 -3.6141  -0.061
102 H 5.1752 4.0918 -3.7714  0.030
103 H 3.8718 4.8543 -3.9249  0.009
104 O 6.1450 -2.5603 3.8059  -0.055
105 H 6.0715 -1.9601 4.5564  0.049
106 H 7.0662 -2.8380 3.8120  0.046
107 O 2.1479 -7.1927 0.9470  -0.043
108 H 1.9815 -8.1375 0.8462  0.061
109 H 2.2771 -6.8810 0.0442  0.058
110 O 7.3578 -2.0337 0.9984  -0.052
111 H 7.6237 -2.9273 0.7595  0.043
112 H 6.4491 -1.9675 0.6870  -0.007
113 O -9.0776 -1.4742 -1.3241  -0.067
114 H -9.4988 -1.1716 -2.1348  0.030
115 H -8.1697 -1.1701 -1.4351  -0.026
116 O 0.0608 8.4426 -2.1437  -0.049
117 H 0.4181 7.7320 -1.5984  0.016
118 H 0.8080 9.0348 -2.2780  0.044
119 O -6.9179 -3.3826 -3.3455  -0.046
120 H -7.3385 -4.1373 -3.7702  0.052
121 H -6.5788 -2.8534 -4.0737  0.049
122 O -0.3699 10.8023 0.1521  -0.065
123 H -0.5497 9.9951 -0.3468  0.004
124 H -0.0016 11.4075 -0.4979  0.031
125 O 1.6274 -4.9887 3.4335  -0.039
126 H 1.0905 -5.3299 4.1568  0.057
127 H 2.3653 -5.6047 3.3808  0.010
128 O -8.4054 0.9504 -2.9706  -0.047
129 H -8.3080 1.6605 -2.3293  0.043
130 H -7.5295 0.5522 -3.0225  0.031
131 O 2.9604 -0.9663 -5.5841  -0.065
132 H 2.6651 -1.5202 -4.8565  -0.044
133 H 3.7931 -1.3522 -5.8736  0.042
134 O 4.8679 7.8218 1.3314  -0.053
135 H 4.4624 7.5044 2.1445  0.039
136 H 5.6952 7.3341 1.2699  0.043
137 O 0.9466 3.2296 5.1228  -0.069
138 H 1.6296 3.4945 5.7480  0.047
139 H 0.7064 2.3327 5.3833  0.018
140 O 3.1548 -7.6355 4.0737  -0.048
141 H 3.0032 -8.5841 4.0244  0.047
142 H 3.2256 -7.3562 3.1531  0.006

As for the HOMO-LUMO gap: 8.505 eV. As for the maximum force: 1.3 eV/A. The calculation puts the HOMO energy at -11.2520 eV. The lowest unoccupied orbital energy comes out at -0.1009 hartree. As for the charge: +1.


Number 1: E -78444.1542 eV. Number 2: E -56678.9292 eV. Number 3: E -133442.1530 eV.